[1]
42
Properties=species:S:1:pos:R:3:forces:R:3:mulliken_spin:R:1 method="wB97M-V/def2-TZVPD" total_energy_ha=-3126.66385 multiplicity=6 s_squared=8.775 lumo_energy_ev="-2.65 / -3.82" total_charge=+1 e_homo_ev="-9.591 / -10.890"
Fe 0.6002 0.0432 -0.1239 -1.4487 -1.0956 -0.7987 3.7590
C -3.6398 -1.0138 -1.3838 -0.6612 1.9206 -0.6626 0.0006
N -2.6035 -1.7425 -2.0144 0.8660 -1.8077 -0.3682 0.0132
C -2.9098 -2.8096 -2.8970 -1.4315 -0.8158 -1.4937 -0.0005
C -1.3384 -1.3729 -1.8761 -0.3065 1.5483 0.6806 -0.0142
N -1.0475 -0.3366 -1.1435 0.6404 -0.5250 -0.2635 0.0403
N -0.3768 -2.0394 -2.6155 -0.3197 -1.8679 0.4343 0.0063
C 0.9541 -2.0786 -2.2195 1.8761 1.4980 1.5022 0.0232
N 1.6771 -2.9576 -2.9381 1.6027 -0.7677 -0.2547 0.0066
N 1.4987 -1.2993 -1.2838 0.3788 -1.5254 -2.8945 0.0314
H -4.6368 -1.4363 -1.5720 0.5994 -0.1360 0.3549 0.0002
H -3.6302 -0.0240 -1.9019 -0.4012 -0.2277 0.7139 0.0010
H -3.4013 -0.8660 -0.3330 -0.5304 -0.1651 0.2031 -0.0008
H -3.9653 -3.0990 -2.7081 0.7969 -0.0268 -0.3459 0.0001
H -2.2894 -3.7088 -2.7600 -0.3230 0.1889 0.1752 0.0006
H -2.8142 -2.4706 -3.9579 -0.1802 -0.4268 0.5842 0.0008
H -1.8318 0.0420 -0.6706 -0.7974 0.3423 0.1376 -0.0190
H -0.6919 -2.9677 -3.0179 0.5332 1.9325 0.4934 0.0003
H 1.2682 -3.8410 -3.2201 0.1301 0.3152 -0.1356 0.0005
H 2.7127 -2.9796 -2.8202 -1.5365 0.0017 0.0215 -0.0030
H 2.5422 -1.3893 -1.2217 -1.4471 -0.3258 -0.0838 0.0043
C 4.1331 0.2893 2.3011 -0.2274 0.1696 -1.2404 -0.0112
C 2.8008 0.5762 1.6174 0.7728 2.1200 1.1996 0.1555
S 1.7025 -0.6714 1.6054 0.2195 -1.9066 1.5047 0.3710
C 2.4165 1.9110 1.3016 -0.2957 -1.5329 -0.8521 0.1843
C 3.0971 3.1032 1.8843 0.4283 0.7220 -0.2688 -0.0193
S 1.1390 2.0675 0.1400 1.1570 3.2229 0.7421 0.3720
H 4.8719 0.9884 1.9253 0.2289 0.2065 0.1107 0.0014
H 4.4769 -0.7042 1.9805 -0.1919 0.1919 0.5925 0.0014
H 4.0493 0.4096 3.3730 0.0785 -0.3130 0.3052 0.0138
H 3.7651 3.6054 1.1372 -0.4330 -0.4535 0.5155 0.0217
H 3.7372 2.7513 2.7283 -0.6678 0.7623 -0.4220 0.0019
H 2.3346 3.8971 2.1524 0.8992 -1.0344 0.0470 0.0049
C -0.5675 2.2222 3.2208 1.4462 0.9246 0.5935 0.0018
S -1.5207 1.1091 2.2618 -0.9383 -1.2643 -1.2570 0.0466
C -2.6934 2.2056 1.3419 0.6800 -0.0383 0.8400 0.0039
H -0.2825 3.0887 2.6047 -0.3634 -0.0225 0.3330 -0.0036
H 0.4518 1.8036 3.5291 -1.6850 0.0600 -0.2599 0.0020
H -1.2037 2.4857 4.0813 0.7747 0.2371 -0.1543 0.0013
H -3.0442 3.0167 1.9960 0.1453 -0.2337 -0.3019 0.0014
H -3.5460 1.6119 1.0376 -0.1462 -0.2241 0.0941 -0.0004
H -2.1942 2.5805 0.4590 0.0782 0.3722 -0.1214 -0.0014

---

[2]
36
Properties=species:S:1:pos:R:3:forces:R:3:lowdin_charge:R:1 method="wB97M-V/def2-TZVPD" total_energy_ha=-579.21619 multiplicity=1 lumo_energy_ev=-2.52 total_charge=+1 e_homo_ev=-13.307
C -1.2455 -2.2044 -1.0089 1.3404 0.4183 1.7778 0.1671
C -0.4603 -1.8852 -0.1528 0.6061 -0.2536 -0.7587 -0.0691
C -1.4668 2.2314 -3.9215 3.8705 2.0736 0.9212 -0.0496
C 1.3872 -2.0794 3.2209 -0.5845 0.4259 1.3275 -0.1023
C 1.9992 -1.3840 0.1778 -1.4437 0.0894 -1.2426 0.0008
C -0.9584 2.6096 -2.4785 1.1928 -2.1096 -2.2715 -0.1963
C 0.5998 -2.5068 1.9777 -1.7244 -2.0089 1.6171 -0.1997
C -0.2279 1.3476 -1.9716 -1.9960 0.0636 2.0519 -0.1474
C -1.0559 0.2121 1.7131 -0.5040 -1.7504 -0.1768 -0.2793
C 0.6125 -1.5269 0.8059 -0.2675 1.0034 0.8940 -0.5118
N 0.5382 1.6867 -0.6833 -0.2426 0.1506 -0.1804 0.1520
N 0.3014 -0.1263 1.2245 -2.3542 0.0061 -0.1993 -0.0356
O -0.9228 1.5573 2.0132 -1.9301 1.7151 1.2264 -0.0598
H 0.3899 2.6392 -0.3471 0.0120 0.1108 -0.5671 0.1514
H -1.9928 -2.6745 -1.5364 -1.1682 -0.4845 -1.1560 0.0255
H -0.9639 2.8825 -4.6718 -0.2702 -0.9916 0.2702 0.1043
H -1.3137 1.1998 -4.0104 0.2820 -1.4235 -0.9290 0.0513
H -2.4471 2.4237 -3.9336 -3.7997 0.6847 -0.4411 0.0282
H 2.3020 -1.5357 2.9387 -0.2772 -0.1624 0.4799 0.0742
H 1.6332 -2.9664 3.7874 0.7192 -0.5223 -0.3201 0.0674
H 0.8371 -1.5969 4.0993 0.3370 0.3698 -1.7731 0.0989
H 1.8215 -0.6993 -0.6805 0.6726 -0.9239 0.0674 0.0851
H 2.3977 -2.3534 -0.0415 0.1619 -0.4215 -0.8176 0.0978
H 2.7123 -0.9249 0.8053 0.5552 0.6682 1.1006 0.0694
H -1.8465 2.6860 -1.9498 -1.3061 0.6593 1.6584 0.0828
H -0.3601 3.5019 -2.4488 0.2286 0.3613 0.0196 0.1066
H -0.4758 -2.8315 2.2931 1.5586 1.0723 -0.6271 0.1491
H 0.9921 -3.5280 1.7395 -0.0322 1.0303 -0.6672 0.1307
H -1.0470 0.6256 -1.6644 1.0266 0.6974 -0.2092 0.1238
H 0.3694 0.7577 -2.6558 0.5924 0.5516 -0.1286 0.1222
H -1.8287 -0.0033 0.8930 1.0593 0.2550 1.0692 0.1411
H -1.3453 -0.3266 2.6514 0.2163 -0.0276 -0.7986 0.1396
H 0.3430 1.0856 0.2076 -0.0631 -0.8403 -0.9666 0.0740
H 1.5196 1.5362 -0.8368 0.6447 0.2909 -0.0971 0.1323
H 0.9086 0.3468 1.8490 1.1606 -0.4102 1.0751 0.1211
H -1.7061 1.8239 2.5961 1.7270 -0.3671 -1.2287 0.1539

---

Question: The highest multiplicity belongs to which entry?
Answer: C10H23FeN5S3

---

Question: Among the records above, which one has the highest multiplicity?
Answer: C10H23FeN5S3